Molecular formula: C51H78N4Rb
Method: DFT, ωB97M-V with the def2-TZVPD basis set

Properties
energy above the lowest of the compared OMol25 structures with the same formula, charge and spin	88.6	kJ/mol
E_LUMO	1.88	eV
F_max	0.023	hartree/bohr

The geometry in ORCA input format:
```
! wB97M-V def2-TZVPD RIJCOSX def2/J DEFGRID3
* xyz -1 1
C 0.116 4.362 2.840
C -4.554 -3.242 -1.259
C 3.367 -0.224 2.412
C 0.548 -4.433 0.973
C 2.039 0.132 -1.800
H 2.824 5.966 -1.861
C 3.953 -0.911 -3.013
C 2.952 2.171 1.784
H -3.043 0.274 3.143
C -0.238 -2.764 -2.001
C -0.682 -0.957 3.198
H 5.144 -3.668 0.821
H -0.832 2.499 -3.659
C 4.747 1.623 3.394
H -1.834 5.282 2.645
H 0.201 3.190 4.677
C 0.682 5.539 3.659
H -4.430 2.191 -4.416
H 1.481 5.188 4.309
C -0.496 3.384 3.866
C -4.109 -4.142 1.035
C 1.631 -2.742 -0.552
C 1.689 6.452 0.396
C 0.579 -4.707 2.476
H -0.756 2.436 3.395
H -3.802 -4.795 3.053
H -3.231 2.588 -0.482
C -1.973 -2.532 -3.702
H 2.842 -0.592 1.529
H 1.747 2.205 3.614
H 0.794 6.610 0.985
H 4.041 1.804 4.199
H 2.684 0.609 -1.059
H 0.808 -3.801 3.030
C 2.912 2.998 0.661
H -0.393 -5.075 2.797
C -2.579 0.342 2.158
C 1.725 5.054 -0.243
H -2.342 -2.921 3.614
C 2.797 -2.157 -1.103
H 3.730 -0.363 -3.929
H 1.328 -5.457 2.726
C 5.027 0.970 1.006
H -6.134 -1.983 -0.490
H -0.098 5.981 4.282
N -2.897 2.680 -1.436
H 4.464 -1.833 -3.277
H -0.428 4.841 -0.560
H -0.530 0.897 -3.893
H 5.519 1.914 0.780
C 4.036 -2.499 -0.594
H -3.364 0.269 1.407
H -4.154 -2.451 -1.897
H -4.046 1.109 -2.127
H 0.577 3.910 -1.681
H 5.786 0.244 1.289
H 5.476 0.886 3.732
H 3.625 2.973 -0.149
H -0.084 -0.057 3.346
H -4.891 -4.541 -2.945
H -4.806 -5.388 -1.399
H -1.485 4.075 1.392
C -1.056 4.879 1.994
C -2.435 1.440 -4.330
C -1.402 -3.515 -4.486
H -3.225 3.404 -3.953
H -3.329 -4.774 -2.155
H -0.942 -0.606 1.111
N 0.376 -2.312 -0.927
H 0.427 5.669 -1.866
C 2.651 -1.192 -2.262
C -3.536 2.366 -3.809
C 4.165 -3.422 0.429
H 3.863 5.194 -0.663
H -2.088 1.312 2.063
C -2.176 -1.154 -1.700
H -2.766 0.402 -4.265
H -4.889 2.665 -2.184
H 5.269 2.555 3.187
N -2.681 -1.143 -0.531
C -6.033 -2.933 -1.011
H 1.928 0.802 -2.654
C -2.385 -2.055 1.656
C 1.879 3.946 0.797
C -0.245 -4.147 -4.030
H 1.234 -4.252 -2.505
H -0.541 -6.254 0.529
H 2.971 4.210 -1.835
C -4.384 -4.574 -1.983
H 4.626 -0.298 -2.415
H 0.219 -4.919 -4.634
H -2.885 -2.055 -4.050
C 2.927 5.098 -1.207
H 1.942 -1.645 -2.966
H 4.541 0.610 0.103
C 0.488 4.856 -1.139
H 1.715 7.224 -0.376
C 3.036 -4.039 0.934
H -6.569 -2.871 -1.956
C -2.894 -2.179 0.345
H -2.331 -0.218 -2.234
H -4.796 -4.949 0.816
H 1.061 -0.064 -1.364
H 4.124 -0.964 2.678
C -2.719 -3.000 2.606
H -1.266 -1.129 4.100
H -2.740 3.667 -1.610
C 0.378 -5.757 0.223
C 1.909 2.587 2.617
Rb 0.310 1.327 0.255
C -3.914 2.171 -2.340
H -6.495 -3.706 -0.402
C 4.005 1.145 2.134
C 1.226 3.675 2.040
H -1.843 -3.789 -5.435
H 1.218 -6.421 0.427
H 2.555 6.581 1.043
H 0.333 -5.585 -0.848
H 3.143 -4.779 1.717
C -1.582 -0.812 1.977
C -3.556 -4.060 2.297
H 4.932 -2.058 -1.006
H -0.006 -1.793 3.048
C -1.470 -2.184 -2.450
C 0.319 -3.780 -2.841
N -1.213 1.566 -3.559
H 1.087 6.313 3.016
H -0.320 -3.801 0.751
H -1.396 3.814 4.310
H 2.661 -0.143 3.234
C 1.777 -3.714 0.462
H -2.291 1.669 -5.405
H -0.746 5.683 1.338
C -3.807 -3.209 0.054
*
```

Molecular formula: C51H80N2O22
Method: DFT, ωB97M-V with the def2-TZVPD basis set

Properties
E_LUMO	-0.97	eV
structure (SMILES)	CCCCCCCCCCCCCCC1=CC(=O)C(CC(=O)N(C)C)=C(N(C)C(C)=O)C1=O.C[C@@H]1COC(=O)O1.C[C@@H]1COC(=O)O1.C[C@@H]1COC(=O)O1.C[C@@H]1COC(=O)O1.C[C@@H]1COC(=O)O1.C[C@@H]1COC(=O)O1
F_max	0.095	hartree/bohr

The geometry in ORCA input format:
```
! wB97M-V def2-TZVPD RIJCOSX def2/J DEFGRID3
* xyz 0 1
O 5.168 -4.499 1.621
C -4.679 -1.082 1.349
H 7.271 0.995 -0.861
O -4.016 3.414 -3.560
H -6.218 1.984 -3.111
H 3.652 1.462 -5.021
C 6.847 2.001 -0.903
O -7.873 -3.825 -0.525
O 2.823 4.018 0.097
O 3.375 1.823 0.099
H 1.175 -3.253 -0.898
H 0.014 0.003 -0.411
H 0.067 -7.619 -1.301
H -6.551 0.178 -2.610
C -6.153 2.410 -0.372
O -3.781 0.160 -1.789
O 1.828 8.405 4.624
O 2.448 8.291 6.798
C -3.355 3.539 -2.519
C 1.649 0.459 -5.102
H -0.458 -2.431 5.796
H 1.055 -2.711 4.958
H -0.001 -0.997 -4.803
O 0.922 -6.767 -2.965
H 0.015 4.711 2.934
H -2.418 7.962 5.641
H 6.552 -4.970 -2.363
C 2.791 1.236 -4.294
H 1.265 3.194 -5.623
O -7.720 -3.028 1.588
H 0.496 8.665 3.049
O -2.804 6.616 -0.170
H 7.761 -5.206 -1.078
O 5.725 -6.339 0.425
H -6.733 -0.544 0.997
C -0.806 3.487 -3.594
C -0.421 8.439 4.998
H 3.249 0.561 -3.485
C 1.788 -2.988 0.027
C 1.632 3.646 -4.651
C 6.917 -7.738 -1.152
C 1.595 8.285 5.961
H -0.380 -2.452 -2.246
C -0.621 -2.060 0.405
H -2.889 -5.359 -1.309
C -0.220 -7.319 -2.314
H 1.159 -6.027 6.201
C 5.633 2.122 -0.007
H -6.582 3.178 -1.089
H 0.976 4.721 -2.840
O -0.613 -4.500 3.993
H -0.270 3.813 0.778
H 0.906 -3.144 6.677
C 2.339 2.623 -3.646
H -1.548 2.524 0.433
H 6.595 2.238 -1.940
H 0.102 5.346 -4.381
H -0.588 -8.193 -2.852
C -0.511 -1.313 -2.187
H -0.432 5.472 -1.467
C 0.385 -3.122 5.717
C 1.027 -0.803 -4.331
C 0.607 8.082 3.965
O 0.480 -6.441 4.281
H -4.044 -1.971 1.325
H 5.087 -6.659 -1.496
H -0.104 2.117 1.480
H -6.240 2.801 0.704
H -1.411 -1.956 1.221
H -0.906 -4.821 5.997
H 4.455 0.918 -1.396
C -5.785 0.955 -2.920
C 0.475 4.419 -3.829
H 7.615 2.715 -0.597
H -2.148 7.735 3.903
H 0.878 -2.350 2.054
H 1.630 -1.758 -4.535
H -4.345 -0.438 0.532
C -1.192 -6.176 -2.346
O -2.363 5.532 2.691
C 4.548 1.136 -0.326
H -0.400 2.519 -3.120
C -3.949 4.148 1.458
C -0.356 -5.732 3.473
H 4.086 -2.774 0.104
H -2.755 -7.123 -1.188
O 0.264 8.153 6.217
H -0.651 9.510 4.981
O 4.973 3.372 -0.207
C 5.595 -4.998 0.623
H -1.507 6.572 5.084
H -7.117 -1.698 3.066
H 3.254 -2.416 -1.564
H 1.960 -3.951 0.606
C 6.692 -5.231 -1.313
H 7.271 -7.806 -2.183
H 6.368 -8.652 -0.912
C 0.776 -0.534 -2.771
H 0.785 1.109 -5.448
C -0.850 2.950 1.238
O 1.772 -4.668 -2.998
H 3.144 -1.233 -0.117
H -6.798 1.460 -0.386
H 3.304 3.142 -3.290
O -0.329 -5.044 -2.252
C -0.103 -4.500 5.325
C -0.508 3.813 3.426
O 6.021 -4.299 -0.470
H 2.389 4.456 -4.938
C 3.179 -2.338 -0.421
C -0.731 -0.833 -0.653
H 0.286 2.984 3.435
H 5.933 2.060 1.045
C -1.695 7.631 4.890
H -0.914 4.050 4.456
H -4.651 5.011 1.736
H 1.326 -0.965 0.953
N -4.734 2.077 -0.700
C 3.645 3.155 0.006
H 7.779 -7.707 -0.480
H -4.527 -0.560 2.297
C -1.468 5.037 -1.562
H 0.619 7.018 3.710
C -2.187 -6.190 -1.208
H -1.685 -6.059 -0.245
H -1.438 -1.047 -2.791
H 0.544 0.580 -2.630
C -2.634 5.448 -0.539
H -5.265 0.620 -3.867
C -1.839 4.065 -2.527
C 0.874 -5.421 -2.763
O -6.299 -2.289 0.012
H 2.147 0.040 -6.051
H -1.717 -6.125 -3.307
H -1.303 3.161 -4.565
C -3.933 3.249 -1.048
H -4.386 3.149 1.766
H 4.664 0.199 0.218
C 0.887 -2.026 0.959
C -2.569 4.361 2.276
C -3.559 4.214 -0.078
H -1.772 -0.387 -0.494
H 1.722 -0.862 -2.223
H 1.940 -5.126 4.880
H -5.976 -3.006 2.673
C -4.693 1.037 -1.744
C 6.030 -6.528 -0.954
H 1.725 2.465 -2.688
C -6.697 -2.295 2.256
N -1.589 3.304 2.494
H -0.870 -3.004 -0.187
O -0.802 -6.136 2.441
C -7.348 -3.115 0.279
C 0.989 -5.527 5.247
C -6.134 -1.448 1.152
*
```

Among the records above, which one has the highest E_LUMO? C51H78N4Rb